Here is a 5-piece molecular cluster, H8IO4 overall from the Open Molecules 2025 dataset. Energies are from ωB97M-V with the def2-TZVPD basis set.

```
13
Properties=species:S:1:pos:R:3
I 0.3471 -0.6691 -1.5352
O 3.6460 -1.6324 -0.3055
H 3.9363 -0.7429 -0.1036
H 2.7685 -1.5211 -0.6715
O -1.2767 0.7827 1.4861
H -1.0778 0.1750 0.7738
H -2.1641 0.5499 1.7594
O 0.6314 2.5393 0.4766
H 0.7613 1.9484 -0.2651
H 0.9333 3.3909 0.1607
O -3.1203 -1.8433 -0.7158
H -3.1656 -1.1830 -0.0243
H -2.2195 -1.7943 -1.0357
```

## Properties
gap between HOMO and LUMO = 8.005 eV
total charge = -1
relative energy (zero: lowest compared OMol25 entry of this formula, charge and spin) = 0.550 eV
E_tot = -16423.712 eV
HOMO level = -4.58 eV
E_LUMO = 3.42 eV
strongest force on any atom = 0.0176 Eh/bohr

Mulliken atomic charge list, values in e, 8 entries: number 1, I, carries -0.694; number 2, O, carries -0.630; number 3, H, carries 0.309; number 4, H, carries 0.249; number 5, O, carries -0.566; number 6, H, carries 0.222; number 7, H, carries 0.268; number 8, O, carries -0.573



Here is a 5-piece molecular cluster, H8IO4 overall from the Open Molecules 2025 dataset. Energies are from ωB97M-V with the def2-TZVPD basis set.

```
13
Properties=species:S:1:pos:R:3
I 1.0043 -0.3301 -0.6943
O 1.9397 3.1139 -0.2720
H 1.6622 2.2062 -0.4969
H 2.8571 3.0055 -0.0088
O -2.1318 -1.3529 0.7555
H -1.9948 -2.2403 1.0975
H -1.3411 -1.1785 0.2119
O 1.0475 -2.3692 2.3822
H 1.0596 -1.8486 1.5609
H 0.3921 -3.0519 2.2182
O -1.8987 1.3356 -2.2418
H -1.3315 2.0988 -2.3824
H -1.2644 0.6115 -2.1299
```

## Properties
gap between HOMO and LUMO = 8.049 eV
total charge = -1
relative energy (zero: lowest compared OMol25 entry of this formula, charge and spin) = 0.294 eV
E_tot = -16423.968 eV
HOMO level = -4.76 eV
E_LUMO = 3.29 eV
strongest force on any atom = 0.0058 Eh/bohr

Mulliken atomic charge list, values in e, 8 entries: number 1, I, carries -0.616; number 2, O, carries -0.627; number 3, H, carries 0.220; number 4, H, carries 0.303; number 5, O, carries -0.591; number 6, H, carries 0.278; number 7, H, carries 0.219; number 8, O, carries -0.623



Here is H8Li2O16S3 as an isolated structure at a distorted geometry from the Open Molecules 2025 dataset. Energies are from ωB97M-V with the def2-TZVPD basis set.

```
29
Properties=species:S:1:pos:R:3
Li 0.3665 0.3239 0.4083
Li 1.7582 -0.8651 -1.8849
S 2.2498 -2.1193 0.6703
O 1.3509 -3.2517 0.5185
O 3.5471 -2.5214 0.0908
O 1.7368 -0.9052 0.0443
O 2.4556 -1.9365 2.1114
S -1.6252 -1.7582 1.3283
O -2.9782 -1.9724 1.7380
O -1.3672 -2.3366 0.0094
O -1.2196 -0.3690 1.2185
O -0.7966 -2.2971 2.3539
S -0.1438 0.7055 -2.9263
O 1.1421 0.2502 -3.3993
O -0.3996 2.0938 -3.2023
O -1.1506 -0.0657 -3.5587
O -0.2227 0.4667 -1.5191
O -2.8719 0.1585 -0.9317
H -2.4668 0.9013 -1.3793
H -2.5418 0.2097 -0.0347
O 1.1420 2.3807 0.4818
H 2.0906 2.4555 0.3773
H 0.8571 3.2618 0.7243
O -1.5315 2.9955 -0.6883
H -1.1401 2.6230 -1.4784
H -0.8367 2.9495 -0.0316
O 0.9595 -0.1048 3.1209
H 0.0842 -0.4527 2.9506
H 1.5516 -0.8199 2.8879
```

## Properties
gap between HOMO and LUMO = 2.440 eV
total charge = -4
E_tot = -65801.828 eV
HOMO level = 5.46 eV
E_LUMO = 7.90 eV
strongest force on any atom = 0.1108 Eh/bohr

Mulliken atomic charge list, values in e, 8 entries: number 1, Li, carries 1.016; number 2, Li, carries 0.899; number 3, S, carries 0.957; number 4, O, carries -0.625; number 5, O, carries -0.791; number 6, O, carries -0.801; number 7, O, carries -0.894; number 8, S, carries 1.065



Here is a 2-piece molecular cluster, H8N2Si2 overall at a distorted geometry from the Open Molecules 2025 dataset. Energies are from ωB97M-V with the def2-TZVPD basis set.

```
12
Properties=species:S:1:pos:R:3
N -0.5967 -3.4692 -0.8124
N -0.6436 -0.8193 -1.2075
Si 0.8745 2.2486 1.2779
Si 0.0422 -2.0159 -0.0888
H 0.0408 -4.2150 -0.6344
H -0.8506 -3.2798 -1.7625
H -0.2370 0.0562 -1.3577
H -1.6312 -0.7445 -1.3731
H -0.5102 2.3183 1.0557
H 1.4979 3.3206 0.2117
H 1.3745 2.6112 2.6722
H 1.4642 0.7345 1.0044
```

## Properties
gap between HOMO and LUMO = 9.075 eV
total charge = 0
relative energy (zero: lowest compared OMol25 entry of this formula, charge and spin) = 2.332 eV
E_tot = -18864.194 eV
HOMO level = -8.35 eV
E_LUMO = 0.72 eV
strongest force on any atom = 0.0719 Eh/bohr

Mulliken atomic charge list, values in e, 8 entries: number 1, N, carries -0.528; number 2, N, carries -0.458; number 3, Si, carries 0.296; number 4, Si, carries -0.002; number 5, H, carries 0.258; number 6, H, carries 0.288; number 7, H, carries 0.210; number 8, H, carries 0.230



Here is H8NNbO3P as an isolated structure at a distorted geometry from the Open Molecules 2025 dataset. Energies are from ωB97M-V with the def2-TZVPD basis set.

```
14
Properties=species:S:1:pos:R:3
N -1.6927 0.9979 1.1519
P -0.6627 1.0596 -0.0058
O 0.2212 2.3982 0.0022
O -1.3647 1.3586 -1.4097
Nb 0.6572 -1.1613 0.1294
O 1.7633 -2.6798 -0.3354
H -1.6234 1.7760 1.7945
H 0.7984 2.3406 0.7679
H -2.0690 0.7055 -1.4744
H 1.0675 -0.8545 1.9193
H -0.8757 -1.9705 0.7794
H -0.2438 -1.3507 -1.4731
H 1.9177 -0.0099 -0.6132
H 2.1067 -2.6097 -1.2329
```

## Properties
gap between HOMO and LUMO = 6.901 eV
total charge = -1
E_tot = -18599.882 eV
HOMO level = -3.88 eV
E_LUMO = 3.02 eV
strongest force on any atom = 0.0455 Eh/bohr

Mulliken atomic charge list, values in e, 8 entries: number 1, N, carries -0.714; number 2, P, carries 0.751; number 3, O, carries -0.551; number 4, O, carries -0.547; number 5, Nb, carries -0.324; number 6, O, carries -0.775; number 7, H, carries 0.193; number 8, H, carries 0.336



Here is H8Na5O5 as an isolated structure at a distorted geometry from the Open Molecules 2025 dataset. Energies are from ωB97M-V with the def2-TZVPD basis set.

```
18
Properties=species:S:1:pos:R:3
Na 0.7791 1.0268 -3.5652
Na -0.8009 -1.4947 -2.0511
Na 0.7113 2.5663 0.0285
Na 2.4718 -0.8488 -1.8224
Na -1.9966 1.9570 -1.5243
O 0.1775 0.6620 -1.2775
H -0.0225 0.5049 -0.3407
O -1.6508 2.6261 0.7467
H -1.1947 2.9461 1.5286
O 0.7366 -2.5739 -0.6129
H 0.2832 -3.3196 -0.1840
H 0.9749 -1.9755 0.1562
O -1.4706 -0.0530 1.5392
H -1.9613 -0.5033 0.8454
H -1.4200 0.9105 1.2850
O 1.3611 -1.0720 1.4684
H 2.2459 -0.8949 1.8239
H 0.7760 -0.4638 1.9563
```

## Properties
gap between HOMO and LUMO = 5.414 eV
total charge = +3
relative energy (zero: lowest compared OMol25 entry of this formula, charge and spin) = 0.000 eV
E_tot = -32425.676 eV
HOMO level = -18.20 eV
E_LUMO = -12.79 eV
strongest force on any atom = 0.0515 Eh/bohr

Mulliken atomic charge list, values in e, 8 entries: number 1, Na, carries 0.983; number 2, Na, carries 1.000; number 3, Na, carries 0.930; number 4, Na, carries 0.883; number 5, Na, carries 0.932; number 6, O, carries -1.179; number 7, H, carries 0.126; number 8, O, carries -0.991



Here is H8O16PbS3 as an isolated structure at a distorted geometry from the Open Molecules 2025 dataset. Energies are from ωB97M-V with the def2-TZVPD basis set.

```
28
Properties=species:S:1:pos:R:3
Pb -0.1756 0.4484 -0.4346
S 2.3115 -5.5256 -1.2819
O 2.8734 -6.1648 -2.4509
O 1.4473 -6.5369 -0.6593
O 3.3714 -5.2299 -0.3195
O 1.5624 -4.2970 -1.6151
S 2.3801 -0.2033 5.2392
O 1.2603 -0.0352 4.3704
O 3.2904 -1.1875 4.6670
O 3.1461 0.9625 5.4704
O 1.8634 -0.6284 6.5604
S -6.6801 0.2518 0.0454
O -5.3718 0.1900 -0.5080
O -7.2555 -1.0708 -0.1549
O -6.5745 0.4320 1.4710
O -7.5051 1.2846 -0.5885
O -1.2525 4.3183 1.6730
H -1.2045 5.1358 1.1774
H -1.6201 4.5721 2.5196
O 2.1661 0.5336 -4.6902
H 2.3591 -0.4026 -4.6387
H 2.4933 0.7991 -5.5497
O -1.9557 3.7438 -3.6058
H -2.0415 3.7330 -4.5591
H -2.7211 4.2314 -3.3015
O 4.2759 0.4148 0.4097
H 4.9389 0.4564 -0.2794
H 4.6181 -0.2255 1.0336
```

## Properties
gap between HOMO and LUMO = 1.655 eV
total charge = -4
relative energy (zero: lowest compared OMol25 entry of this formula, charge and spin) = 0.000 eV
E_tot = -70629.178 eV
HOMO level = 2.57 eV
E_LUMO = 4.22 eV
strongest force on any atom = 0.0933 Eh/bohr

Mulliken atomic charge list, values in e, 8 entries: number 1, Pb, carries 0.613; number 2, S, carries 1.197; number 3, O, carries -0.727; number 4, O, carries -0.691; number 5, O, carries -0.660; number 6, O, carries -0.659; number 7, S, carries 1.217; number 8, O, carries -0.604



Here is H8O4 as an isolated structure at a distorted geometry from the Open Molecules 2025 dataset. Energies are from ωB97M-V with the def2-TZVPD basis set.

```
12
Properties=species:S:1:pos:R:3
O -13.5923 3.5020 13.0249
H -13.3238 2.5885 12.9273
H -12.7737 3.9973 12.9948
O -14.7481 4.8214 14.1267
H -15.3225 5.2238 13.4753
H -14.4798 3.9923 13.7306
O -11.9673 2.6578 14.8054
H -12.4947 2.3190 14.0820
H -11.2640 2.0170 14.9103
O -12.7033 1.7171 13.1718
H -13.1678 0.8866 13.2751
H -11.9297 1.4965 12.6530
```

## Properties
gap between HOMO and LUMO = 8.178 eV
total charge = 0
relative energy (zero: lowest compared OMol25 entry of this formula, charge and spin) = 7.352 eV
E_tot = -8313.324 eV
HOMO level = -8.79 eV
E_LUMO = -0.61 eV
strongest force on any atom = 0.2895 Eh/bohr

Mulliken atomic charge list, values in e, 8 entries: number 1, O, carries -0.789; number 2, H, carries 0.455; number 3, H, carries 0.288; number 4, O, carries -0.742; number 5, H, carries 0.248; number 6, H, carries 0.401; number 7, O, carries -0.764; number 8, H, carries 0.518